Record 1
54
Properties=species:S:1:pos:R:3:nbo_charge:R:1 method="wB97M-V/def2-TZVPD" energy_ha=-1628.92987 charge=0 homo_ev=-7.6215 e_above_lowest_kcal_mol=13.8
C 3.81917 -1.64853 -1.04805 -0.402
N 2.63481 -1.67197 -0.22628 -0.453
C 1.73149 -2.70258 -0.32426 0.278
C 0.67049 -2.82968 0.58292 -0.310
C -0.21567 -3.88426 0.50280 -0.171
C -0.08013 -4.85281 -0.47637 -0.282
C 0.96094 -4.74113 -1.38193 -0.187
C 1.85115 -3.68823 -1.31374 -0.307
H 2.63570 -3.62690 -2.05025 0.213
H 1.08036 -5.48179 -2.16020 0.212
H -0.77189 -5.67938 -0.53280 0.212
H -1.02036 -3.95142 1.22154 0.210
H 0.53454 -2.10458 1.36992 0.203
C 2.30053 -0.44292 0.44846 -0.216
H 1.21429 -0.31694 0.45282 0.207
H 2.71875 0.39753 -0.11349 0.213
C 2.83455 -0.39606 1.88832 -0.414
C 2.54030 0.95480 2.54218 -0.231
N 1.12706 1.26384 2.51672 -0.618
C 0.60935 2.15314 1.64122 0.681
O 1.28971 2.85569 0.92731 -0.623
C -0.91813 2.23757 1.67466 -0.128
N -1.46555 2.63773 0.39974 -0.426
C -2.42995 3.58323 0.47486 0.693
O -3.04851 4.02651 -0.46415 -0.613
C -2.60937 3.94454 1.94286 -0.503
H -3.53028 3.47672 2.29765 0.227
C -1.37309 3.36459 2.62331 -0.382
H -0.58820 4.12071 2.67474 0.223
H -1.56891 2.99612 3.62867 0.216
H -2.70779 5.02082 2.06518 0.240
C -1.07151 2.02238 -0.84166 -0.256
C -1.51367 0.58553 -0.95408 -0.085
C -0.79450 -0.34699 -1.69692 -0.032
C -1.21597 -1.66091 -1.81546 -0.219
C -2.37579 -2.06666 -1.18136 -0.191
C -3.11029 -1.15669 -0.44136 -0.232
C -2.68182 0.15406 -0.33602 -0.153
H -3.27062 0.86992 0.21878 0.207
H -4.02245 -1.46383 0.04768 0.214
H -2.70131 -3.09082 -1.27192 0.220
H -0.63456 -2.35973 -2.39526 0.237
Cl 0.65273 0.12353 -2.52128 0.000
H -1.54963 2.61169 -1.63325 0.259
H 0.01293 2.10221 -0.96017 0.242
H -1.33660 1.26319 1.97568 0.191
H 0.51421 0.65815 3.03916 0.394
H 2.89184 0.96125 3.57791 0.201
H 3.03653 1.75600 1.99002 0.234
H 3.91310 -0.55702 1.88215 0.213
H 2.38301 -1.20183 2.47091 0.198
H 4.51595 -0.91813 -0.64045 0.204
H 3.59928 -1.37400 -2.08724 0.188
H 4.30709 -2.62367 -1.03463 0.204


Record 2
9
Properties=species:S:1:pos:R:3:nbo_charge:R:1 method="wB97M-V/def2-TZVPD" energy_ha=-735.42729 charge=0 homo_ev=-10.9291 e_above_lowest_kcal_mol=100.4
C -1.23673 -1.16128 0.00374 -0.047
C 1.06942 0.54170 -0.07810 -0.078
N -1.81906 -2.14592 0.11962 -0.200
N 1.49728 -0.61355 0.20789 -0.500
O -1.28400 1.04182 -1.34531 -0.846
O -1.40799 1.00116 1.34431 -0.833
S -0.74313 0.51918 -0.15694 1.921
H 1.45608 1.48412 -0.25814 0.218
H 2.46814 -0.66724 0.16294 0.365


Record 3
5
Properties=species:S:1:pos:R:3:nbo_charge:R:1 method="wB97M-V/def2-TZVPD" energy_ha=-990.09569 charge=0 homo_ev=-10.3706 e_above_lowest_kcal_mol=40.0
C 0.01646 -0.42956 -0.44078 0.333
O -0.18772 1.42844 0.75279 -1.006
O 0.80318 -1.07724 0.08206 -0.397
P -0.87366 1.15792 -0.46748 1.352
Cl -1.90279 -0.87396 0.11544 -0.282


Record 4
13
Properties=species:S:1:pos:R:3:nbo_charge:R:1 method="wB97M-V/def2-TZVPD" energy_ha=-535.88876 charge=0 homo_ev=-8.9797 e_above_lowest_kcal_mol=78.9
C -1.75692 1.36597 0.17482 -0.609
C 0.95502 0.34186 -0.72486 -0.476
C -0.96805 -1.25138 0.13673 -0.743
C 0.36886 1.01381 0.45834 -0.166
C 0.37064 -0.51737 0.36428 -0.263
P -2.41429 -0.13573 -0.13389 0.673
H -2.02700 2.36902 0.02931 0.197
H 0.55900 0.47702 -1.73553 0.222
H 2.09606 0.40432 -0.89695 0.215
H -0.86352 -1.94158 -0.77292 0.246
H -1.08532 -1.86083 1.12940 0.247
H 1.07623 1.68560 0.97178 0.226
H 1.09327 -1.17305 1.06767 0.231